The following is a quantum chemistry calculation of a 2-piece molecular cluster, C2H5N2O3 overall in a non-equilibrium geometry, from the Open Molecules 2025 dataset.

Computed properties:
calculated total energy	-11271.7315	eV
multiplicity	3
gap between HOMO and LUMO (alpha / beta)	4.68 / 7.62	eV
net charge	-1

Cartesian coordinates (Å):
O 0.67890 -2.02633 -0.12840
O -1.83363 0.75802 1.19452
O -2.84932 0.61992 -0.71157
N -1.12839 -0.59757 -0.39575
N -1.99196 0.24884 0.09297
C 1.50661 1.10734 -0.05606
C -0.13524 -1.03017 0.31997
H 1.21776 1.02107 -1.11726
H 0.32311 -0.71219 1.28588
H 1.25158 2.14983 0.38470
H 0.59871 -2.17668 -1.09532
H 2.36189 0.63793 0.22632

Forces on the atoms, in the same order (eV/Å):
0.8 -1.0 -1.6
0.3 0.9 3.0
-2.3 0.9 -1.3
1.2 -1.8 -0.4
1.1 -0.4 -1.5
-2.2 4.2 -1.5
0.2 0.2 1.9
0.0 -0.2 0.8
-1.3 0.2 -0.8
0.4 -2.2 -0.5
-0.4 0.4 0.8
2.2 -1.4 1.1

Here are the natural (NBO) charges for atoms 1 to 6, given in e:
1. O -0.734
2. O -0.612
3. O -0.583
4. N -0.423
5. N 0.521
6. C -0.490

The following is a quantum chemistry calculation of C6H9NO as an isolated structure in a non-equilibrium geometry, from the Open Molecules 2025 dataset.

Computed properties:
calculated total energy	-9897.1029	eV
multiplicity	1
gap between HOMO and LUMO	8.95	eV

Cartesian coordinates (Å):
O -0.88005 -0.94220 1.19868
N -1.49642 0.87813 0.09815
C -1.75011 -0.47358 -0.63355
C -0.42710 -0.76229 -0.11599
C 1.00663 -1.23918 -0.37091
C 1.26379 1.00807 0.35921
C 1.94881 -0.24165 -0.17395
C -0.16435 0.77846 -0.25156
H 0.92109 -2.36612 -0.25776
H 1.74773 1.83683 0.05928
H 3.00737 -0.58215 -0.32964
H -0.32207 0.00249 2.10320
H -2.07956 1.82952 -0.17401
H -1.77396 -0.41054 -1.73342
H 0.10596 0.68974 -1.29295
H 1.31915 0.89579 1.52372
H -2.42693 -0.90133 -0.00848

Forces on the atoms, in the same order (eV/Å):
3.6 0.9 5.9
-5.0 5.4 -1.8
0.1 3.2 -2.2
4.4 2.3 2.7
-1.1 -1.3 1.1
-1.8 -2.9 2.2
-1.6 -3.9 -0.6
3.4 -2.0 -0.4
1.8 1.2 -1.0
1.4 3.2 -0.7
-0.9 1.2 0.7
-2.0 -3.9 -3.8
1.9 -3.0 0.4
-0.8 0.0 0.4
-0.4 1.2 -1.2
-0.2 0.5 -1.9
-2.8 -2.0 0.3

Here are the natural (NBO) charges for atoms 1 to 6, given in e:
1. O -0.683
2. N -0.600
3. C -0.214
4. C 0.142
5. C -0.207
6. C -0.433

The following is a quantum chemistry calculation of C27H31BaF5N6O2P2 as an isolated structure in a non-equilibrium geometry, from the Open Molecules 2025 dataset.

Computed properties:
calculated total energy	-74398.1425	eV
multiplicity	1
gap between HOMO and LUMO	6.99	eV

Cartesian coordinates (Å):
Ba 16.91452 9.92030 7.30058
P 17.50209 10.08512 10.45831
P 19.97295 9.96152 8.16016
F 18.53392 7.13132 6.19602
F 15.94598 6.64431 8.50499
F 18.51112 6.62129 8.32191
F 15.72572 6.74486 6.25456
F 17.76842 5.17689 6.80881
O 14.09832 12.86301 8.17988
O 18.36907 12.48015 7.02594
N 10.49904 12.15548 6.55303
N 12.06033 10.22966 6.66976
N 11.15074 13.25663 6.03178
N 10.69886 14.33990 6.67646
N 16.26248 12.39882 7.85167
N 14.19480 9.75126 7.02984
C 8.96513 14.72971 8.46275
C 16.43812 7.16645 7.33445
C 21.03405 12.06609 9.57059
C 10.86191 10.80757 6.10967
C 20.19036 12.91410 11.66814
C 8.79984 11.89731 8.42681
C 13.42939 9.16214 8.02357
C 17.85480 8.92350 11.85546
C 17.20277 14.58852 7.56986
C 17.83643 6.47853 7.15531
C 16.12522 11.10109 11.10767
C 20.87896 8.53283 8.90914
C 19.95553 11.16844 9.46820
C 21.14674 12.93676 10.65883
C 13.71233 11.30943 5.15828
C 12.11260 9.41538 7.82613
C 15.23949 13.27140 7.98864
C 13.35472 10.43164 6.26949
C 8.09097 14.07273 9.31026
C 19.08584 12.04885 11.57546
C 15.71327 14.73667 7.83586
C 9.64087 12.56090 7.57371
C 18.93142 11.19629 10.48369
C 21.05559 10.57126 6.81623
C 17.38306 13.09014 7.45515
C 9.77785 13.97057 7.59863
C 8.01984 12.66633 9.29731
H 18.74226 8.32498 11.66384
H 13.58619 10.80025 4.20711
H 20.88372 9.93605 5.94047
H 17.83073 14.95964 8.37046
H 15.45228 15.32733 8.71567
H 16.18301 11.36415 12.16640
H 20.24864 8.04149 9.64270
H 16.05308 12.02222 10.51900
H 18.33038 12.04302 12.35716
H 22.00229 13.59096 10.75560
H 20.33454 13.51661 12.56057
H 8.77854 10.81488 8.40520
H 13.09598 12.21113 5.16648
H 20.75894 11.58152 6.55064
H 11.22789 9.06063 8.37136
H 10.94405 10.87271 5.00358
H 14.75864 11.59687 5.28719
H 17.57403 15.06997 6.67168
H 21.82288 8.81846 9.39304
H 9.07296 15.80446 8.40610
H 17.97708 9.43425 12.81072
H 21.06914 7.81021 8.13092
H 13.88221 8.54662 8.79431
H 17.01092 8.22865 11.93298
H 7.40910 14.62659 9.97231
H 15.19485 10.57444 10.92880
H 7.34262 12.19795 10.00323
H 10.01221 10.15293 6.39408
H 15.17286 15.18241 6.99613
H 21.81292 12.03578 8.82619
H 22.11653 10.51903 7.04880

Forces on the atoms, in the same order (eV/Å):
0.1 -0.1 -0.7
-0.2 -0.7 0.0
-0.5 -1.4 -0.6
0.3 -0.1 -0.1
-1.0 -1.0 0.4
0.4 -0.5 -0.4
-1.1 -0.9 -0.6
0.7 0.2 0.2
0.1 1.0 0.0
0.4 0.4 0.0
0.3 0.9 0.7
0.1 -0.2 1.0
-1.9 1.3 2.2
1.4 -1.6 -2.0
1.2 1.1 -0.4
-0.9 0.6 0.0
0.4 0.1 -0.2
2.9 1.4 0.0
-0.6 -0.1 0.7
-0.7 0.2 -0.4
-0.3 -0.5 0.0
-1.0 -0.4 1.0
0.0 -0.3 -0.2
-0.4 0.0 -0.2
0.2 0.0 -0.2
-2.3 0.5 0.7
0.1 0.4 0.0
0.3 0.7 0.2
0.2 1.2 1.5
-0.3 -0.4 0.0
0.3 0.5 -0.3
-0.2 0.3 -0.4
-1.1 -0.5 0.4
-0.4 -0.9 1.1
0.0 0.2 -0.3
0.6 0.5 -0.3
-0.5 -0.2 -0.1
1.4 1.0 -1.3
1.3 0.3 -0.4
0.2 -0.2 0.1
-0.7 -1.2 0.2
-0.7 -1.4 0.4
0.4 -0.4 -0.3
0.1 0.1 -0.1
0.1 0.0 -0.3
0.0 0.0 0.2
0.1 0.0 0.3
0.1 -0.2 0.0
0.1 -0.1 0.0
-0.2 0.0 0.1
0.1 -0.2 0.0
0.2 0.1 0.0
0.0 0.0 -0.1
-0.1 0.0 -0.2
-0.3 0.0 0.2
0.2 0.0 0.0
0.0 0.1 0.0
0.5 0.4 -0.5
0.0 -0.2 0.7
-0.1 0.1 -0.2
-0.1 0.1 -0.2
-0.2 0.0 -0.2
-0.2 0.1 0.2
0.0 0.1 0.0
0.1 -0.2 -0.3
-0.1 0.1 -0.2
0.1 0.1 0.0
0.5 -0.2 -0.3
-0.2 -0.2 0.0
0.1 -0.2 -0.2
0.5 0.4 -0.4
0.0 -0.1 0.1
0.1 0.1 -0.1
0.1 0.1 0.1

Here are the Löwdin charges for atoms 1 to 6, given in e:
1. Ba 1.661
2. P 0.803
3. P 0.771
4. F 0.073
5. F -0.044
6. F 0.088

The following is a quantum chemistry calculation of C27H41CaCl2N9O5P2S as an isolated structure, from the Open Molecules 2025 dataset.

Computed properties:
calculated total energy	-125220.0394	eV
multiplicity	1
gap between HOMO and LUMO	6.85	eV

Cartesian coordinates (Å):
Ca -0.14212 0.27030 0.19400
Cl 3.21620 0.78828 -0.94837
Cl 3.22378 1.86678 -3.68781
S -0.94225 -1.31154 2.45990
P -3.40029 0.22222 -1.39453
P -1.95168 2.75802 -1.69933
O 1.61581 1.07842 1.37682
O 2.47663 1.57831 3.39246
O -2.31269 -0.36025 -0.58664
O -0.68444 2.12912 -1.27354
O -3.24507 1.80309 -1.73541
N 0.80540 -2.97693 3.52171
N -0.80752 1.93728 2.23561
N 1.05678 -2.79271 1.29671
N -3.49931 -0.51527 -2.85154
N -4.82572 0.26275 -0.58754
N 0.49008 -0.70467 -2.11656
N 0.77423 -2.13506 0.16068
N -1.85910 3.20351 -3.28946
N -2.40587 3.94460 -0.67121
C 1.58773 1.55909 2.55012
C -3.70577 4.58888 -0.73299
C -3.03024 3.70365 -3.99479
C -0.61138 3.83356 -3.72071
C 1.65988 -4.12493 -0.96682
C 1.10404 -2.73197 -0.93879
C 0.22999 3.05951 4.08588
C -4.39804 2.54660 2.32180
C 1.14669 -1.78967 -4.58317
C -0.94238 3.63488 4.45732
C 3.65718 0.50318 -2.62564
C 0.94558 -1.97105 -2.18815
C 0.25659 2.21233 2.94940
C -4.35150 0.00233 -3.90912
C -4.50999 3.46586 3.38859
C 0.39726 -2.37364 2.37319
C 0.36413 -0.00146 -3.23883
C -5.11120 -0.82696 0.34467
C -5.98349 1.03914 -0.99180
C -2.00896 2.44061 2.64610
C -2.63302 -1.63713 -3.20876
C 1.28673 -2.53249 -3.42521
C -3.39537 3.83895 4.08537
C -3.17928 2.04794 1.95942
C -1.41306 4.63588 0.14848
C -2.12398 3.32380 3.73945
C 0.67444 -0.49030 -4.49826
H -6.47346 1.45320 -0.10779
H -3.47042 4.52328 4.92230
H -3.14806 4.78703 -3.87780
H -3.08092 1.31844 1.16802
H -5.76115 -1.58295 -0.10710
H -3.24438 -2.49112 -3.50950
H -5.48154 3.85489 3.66506
H -6.71869 0.42353 -1.52176
H 1.71843 -3.40144 3.50323
H 2.75302 -4.11493 -1.00914
H -0.63277 4.91996 -3.57702
H 4.73004 0.36641 -2.68942
H 1.37533 -4.63460 -0.05098
H 1.15917 3.21356 4.61450
H -4.07520 4.74254 0.28335
H 1.41579 -2.21968 -5.53992
H 0.22993 3.42085 -3.16813
H -2.92598 3.48864 -5.06017
H -0.99813 4.30708 5.30607
H -1.82629 4.78823 1.14783
H -4.58126 -0.80581 -4.60294
H 1.67158 -3.53932 -3.47426
H -5.60980 -0.41663 1.22508
H -5.68998 1.86690 -1.63397
H -1.96695 -1.37048 -4.03275
H -5.29830 0.37287 -3.51559
H -3.93308 3.21250 -3.63718
H -3.65795 5.55954 -1.23729
H -3.86697 0.80712 -4.47132
H -0.46141 3.63312 -4.78301
H -5.29021 2.22835 1.79696
H -0.51472 4.03108 0.23915
H -4.18322 -1.29407 0.66929
H 0.49534 -2.55572 4.37911
H 0.01072 1.01399 -3.11668
H 0.56825 0.13822 -5.37141
H 3.12490 -0.37101 -2.98327
H -1.15456 5.61066 -0.27680
H 1.29067 -4.69175 -1.82129
H -4.42390 3.95781 -1.25450
H -2.02753 -1.92070 -2.35270

Forces on the atoms, in the same order (eV/Å):
0.2 -0.3 0.4
0.0 0.0 -0.1
0.0 0.1 0.0
0.0 0.1 0.0
0.1 -0.1 0.0
0.1 0.0 0.0
-0.1 -0.1 -0.1
0.0 0.0 0.0
-0.1 0.3 -0.1
-0.1 -0.1 0.1
0.0 0.0 -0.1
0.0 0.1 0.1
0.0 0.0 -0.1
0.0 0.0 0.1
0.0 -0.1 0.0
0.0 0.1 0.1
0.0 0.0 -0.1
-0.1 0.0 -0.1
0.0 0.0 -0.1
0.0 0.0 0.0
0.1 0.1 0.0
0.0 0.0 0.0
0.0 0.0 0.0
0.0 0.0 0.0
0.0 0.0 0.0
0.0 0.0 0.1
0.0 0.0 0.0
0.0 0.0 0.0
0.0 0.0 0.0
0.0 0.0 0.0
0.0 0.0 0.1
0.0 0.0 0.0
0.0 0.0 0.0
0.0 0.0 0.0
0.0 0.0 0.0
-0.1 -0.2 -0.2
0.0 0.0 0.0
0.0 0.0 0.0
0.0 0.0 0.0
0.0 0.0 0.0
0.0 0.0 0.0
0.0 0.0 0.0
0.0 0.0 0.0
0.0 0.0 0.0
0.0 0.0 0.0
0.0 0.0 0.0
0.0 -0.1 0.0
0.0 0.0 0.0
0.0 0.0 0.0
0.0 0.0 0.0
0.0 0.0 0.0
0.0 0.0 0.0
0.0 0.0 0.0
0.0 0.0 0.0
0.0 0.0 0.0
0.0 0.0 0.0
0.0 0.0 0.0
0.0 0.0 0.0
0.0 0.0 0.0
0.0 0.0 0.0
0.0 0.0 0.0
0.0 0.0 0.0
0.0 0.0 0.0
0.0 0.0 0.0
0.0 0.0 0.0
0.0 0.0 0.0
0.0 0.0 0.0
0.0 0.0 0.0
0.0 0.0 0.0
0.0 0.0 0.0
0.0 0.0 0.0
0.0 0.0 0.0
0.0 0.0 0.0
0.0 0.0 0.0
0.0 0.0 0.0
0.0 0.0 0.0
0.0 0.0 0.0
0.0 0.0 0.0
0.0 0.0 0.0
0.0 0.0 0.0
0.0 0.0 0.0
0.0 0.0 0.0
0.0 0.0 0.0
0.0 0.0 0.0
0.0 0.0 0.0
0.0 0.0 0.0
0.0 0.0 0.0
0.0 0.0 0.0

Here are the Löwdin charges for atoms 1 to 6, given in e:
1. Ca 1.184
2. Cl 0.627
3. Cl 0.507
4. S 0.523
5. P 0.491
6. P 0.486

Computed values of molecular weight (unit: g/mol) for the preceding records, in sequence: 105.073 111.144 765.851 776.682.
Computed values of ΔE to the lowest compared entry with this formula, charge and spin (unit: kcal per mole) for the preceding records, in sequence: 61.3 196.0 0.0 5.3.